No. 1
C48H42MoN8O3S3 | the ωB97M-V functional and the def2-TZVPD basis

Properties
- Charge: 0
- Relative energy (zero: lowest compared OMol25 entry of this formula, charge and spin): 11.2 kcal per mole
- E: -3780.80379 Ha
- Orbital gap (spin up / spin down): 6.172 / 5.917 eV
- F_max: 1.82 eV/A
- LUMO energy (spin up / spin down): -0.93 / -1.48 eV
- M: 971.06 g mol⁻¹
- Multiplicity: 3

Structure (XYZ):
```
105
Properties=species:S:1:pos:R:3:forces:R:3
Mo 0.4191 -0.5864 -1.0029 -0.25 0.42 0.56
C 4.4587 0.8283 0.5107 0.06 0.03 0.06
O 3.5413 -0.0433 -0.1186 0.10 -0.04 -0.07
C 3.9371 -0.6128 -1.2925 -0.15 -0.27 0.14
C 5.1126 -0.3009 -1.9558 0.04 0.09 -0.07
C 5.4420 -0.9721 -3.1280 -0.01 -0.01 0.04
C 4.6203 -1.9668 -3.6239 0.12 -0.07 -0.05
C 3.4520 -2.2970 -2.9524 -0.20 0.20 0.01
C 3.0834 -1.6164 -1.7976 0.31 0.23 -0.13
N 1.8665 -1.8599 -1.1352 0.46 -0.56 -0.05
N 1.7431 -2.9714 0.9429 -0.10 -0.43 -0.21
C 0.5796 -2.7211 1.7263 -0.01 0.40 -0.01
C 0.0340 -1.4436 1.7943 0.00 -0.81 0.06
O 0.4269 -0.4975 0.9140 0.34 0.24 1.23
C -1.0182 -1.1833 2.7084 0.04 0.18 -0.08
C -1.5781 -2.2009 3.4186 0.00 0.08 0.00
C -1.1609 -3.5401 3.2366 0.09 -0.04 -0.13
C -1.8479 -4.6203 3.8326 -0.01 -0.08 -0.06
C -1.5010 -5.9102 3.5417 -0.12 0.03 0.13
C -0.4117 -6.1746 2.6904 0.14 0.03 -0.02
C 0.3175 -5.1487 2.1543 -0.01 -0.06 0.01
C -0.0612 -3.8059 2.3835 -0.07 0.14 0.21
H 5.4223 0.3367 0.6746 -0.03 0.00 0.01
H 4.0201 1.0834 1.4736 -0.01 0.02 -0.03
H 4.6108 1.7385 -0.0748 0.01 -0.02 0.01
H 5.7792 0.4636 -1.5824 -0.04 0.00 0.04
H 6.3577 -0.7102 -3.6410 0.00 -0.01 -0.04
H 4.8819 -2.4804 -4.5389 -0.02 -0.04 0.01
H 2.7949 -3.0657 -3.3382 -0.05 0.04 -0.04
H -1.4281 -0.1836 2.7529 -0.05 0.02 0.01
H -2.4050 -1.9993 4.0889 -0.03 0.02 -0.01
H -2.6794 -4.4029 4.4922 -0.02 -0.03 0.00
H -2.0622 -6.7314 3.9681 0.01 -0.02 0.01
H -0.1491 -7.2007 2.4653 0.04 0.00 0.03
H 1.1763 -5.3428 1.5263 0.00 -0.02 -0.02
S -1.9188 0.1072 -1.0542 -0.37 -0.47 0.06
C -2.5910 -1.3911 -0.3463 0.63 1.16 -0.66
N -3.7179 -1.3832 0.3482 -0.48 -0.69 0.38
N -4.3251 -0.2381 0.4984 0.55 0.25 -0.69
C -5.1895 0.0280 1.5451 -0.48 0.00 0.61
C -5.5491 -0.9488 2.4745 0.19 -0.08 -0.22
C -6.3550 -0.6093 3.5457 -0.05 0.05 0.02
C -6.8183 0.6903 3.7015 0.02 0.01 0.03
C -6.4658 1.6585 2.7700 -0.05 -0.04 0.06
C -5.6615 1.3334 1.6953 0.12 -0.07 -0.15
N -1.9338 -2.5347 -0.4600 -0.39 -0.71 0.42
N -0.6476 -2.3932 -0.7065 -0.29 -0.71 -0.32
C 0.1166 -3.4728 -0.8432 0.17 0.15 0.14
C -0.3304 -4.7633 -1.1662 -0.19 -0.48 -0.06
C 0.5760 -5.7535 -1.4031 -0.39 0.28 0.12
C 1.9849 -5.5122 -1.2689 0.42 0.21 0.04
C 2.4736 -4.3093 -0.9263 -0.02 -0.18 -0.09
C 1.5730 -3.1707 -0.5647 -0.19 0.24 0.59
H -3.9423 0.5660 0.0004 0.09 0.07 0.19
H -5.1680 -1.9526 2.3483 0.01 -0.01 0.03
H -6.6107 -1.3640 4.2778 -0.03 -0.03 -0.02
H -7.4384 0.9495 4.5489 -0.01 0.00 0.00
H -6.8062 2.6781 2.8925 -0.03 0.00 -0.03
H -5.3729 2.0934 0.9796 0.05 0.00 0.00
H -1.3934 -4.9146 -1.2925 0.00 -0.03 0.03
H 0.2410 -6.7382 -1.6976 -0.05 0.00 -0.04
H 2.6665 -6.3340 -1.4468 0.03 0.01 0.00
H 3.5363 -4.1561 -0.7973 0.02 0.05 -0.02
H 2.3897 -2.1963 1.0367 -0.02 0.03 -0.03
S 0.0838 -2.3886 -5.3391 -0.03 -0.35 -0.58
C 0.1524 -1.6011 -3.9650 0.04 0.49 0.72
N 0.2102 -1.0076 -2.9468 -0.18 -0.26 -1.79
O -2.1548 1.7047 1.7674 -0.53 -0.29 0.16
S -0.8766 2.2035 1.1943 0.19 0.85 0.44
C -1.0868 4.0455 1.2159 0.31 -0.19 -0.18
C -0.0982 4.6380 2.2104 -0.05 0.02 0.11
C 0.0538 3.5954 3.3129 0.03 0.11 -0.01
C 0.3070 2.2801 2.5998 -0.09 0.10 -0.22
H -2.1227 4.1908 1.5206 -0.02 -0.12 0.02
H -0.9574 4.4121 0.2011 -0.05 0.06 -0.05
H -0.4566 5.5907 2.6040 0.03 0.02 -0.06
H 0.8653 4.8180 1.7259 0.01 0.01 0.02
H -0.8813 3.5216 3.8730 0.04 0.00 0.06
H 0.8548 3.8492 4.0094 -0.03 -0.05 0.03
H 0.1341 1.4041 3.2202 0.02 -0.12 -0.13
H 1.3071 2.2255 2.1634 0.03 -0.04 0.07
N 0.8897 1.1154 -1.4354 0.46 1.38 -0.59
C 0.8693 2.2913 -1.9307 -0.15 -0.04 -0.16
C 2.0243 3.2122 -1.7915 0.25 0.05 0.11
C 2.5755 3.5021 -0.5479 -0.15 -0.09 -0.06
C 3.5876 4.4437 -0.4349 0.01 0.03 0.06
C 4.0769 5.0782 -1.5667 0.00 -0.02 0.04
C 3.5574 4.7630 -2.8158 0.04 0.03 0.01
C 2.5242 3.8495 -2.9269 0.02 -0.08 0.01
C -0.3016 2.8434 -2.6609 -0.17 -0.09 -0.05
C -0.6472 4.1879 -2.4942 0.07 -0.11 0.03
C -1.7761 4.7015 -3.1063 -0.01 0.09 0.02
C -2.5542 3.8941 -3.9244 0.00 -0.03 0.02
C -2.1925 2.5718 -4.1301 -0.02 0.01 -0.06
C -1.0761 2.0451 -3.5017 0.10 -0.02 0.01
H 2.1825 2.9997 0.3274 0.03 -0.02 0.00
H 3.9879 4.6879 0.5412 0.01 0.00 0.00
H 4.8571 5.8218 -1.4738 0.04 -0.02 -0.02
H 3.9552 5.2404 -3.7012 -0.03 0.01 -0.02
H 2.1052 3.6116 -3.8963 -0.03 0.04 -0.01
H -0.0290 4.8283 -1.8780 0.00 0.02 0.02
H -2.0468 5.7371 -2.9470 0.00 0.01 -0.02
H -3.4336 4.3002 -4.4066 -0.01 0.00 -0.01
H -2.7798 1.9422 -4.7849 0.00 -0.01 0.00
H -0.7866 1.0210 -3.6842 -0.02 -0.07 0.09
```
Positions in Å, forces in eV/Å.

No. 2
C27H40N3NiP2 | the ωB97M-V functional and the def2-TZVPD basis

Properties
- Charge: +1
- Relative energy (zero: lowest compared OMol25 entry of this formula, charge and spin): 2.5 kcal per mole
- E: -3408.00844 Ha
- Orbital gap (spin up / spin down): 7.039 / 7.041 eV
- F_max: 0.75 eV/A
- LUMO energy (spin up / spin down): -2.47 / -2.47 eV
- M: 527.28 g mol⁻¹

Structure (XYZ):
```
73
Properties=species:S:1:pos:R:3:forces:R:3
Ni 0.1544 0.3934 0.0969 -0.16 0.20 -0.36
C 2.9932 0.1040 -2.9676 0.00 -0.03 0.02
C 3.6095 0.2036 -1.5710 -0.24 0.34 -0.01
C 4.2012 1.5965 -1.3484 0.02 -0.07 0.03
P 2.3388 -0.2640 -0.3173 -0.09 -0.55 0.51
C 3.2204 -0.5397 1.2942 -0.06 0.16 -0.01
C 3.7193 0.7579 1.9465 0.04 -0.04 -0.07
C 2.2702 -1.3145 2.2174 0.00 -0.01 -0.06
C 1.9038 -1.9470 -0.7970 0.14 0.07 0.00
C 2.8059 -3.0069 -0.8318 -0.01 -0.04 0.00
C 2.3808 -4.2801 -1.1608 0.00 0.00 -0.01
C 1.0314 -4.4838 -1.4426 0.02 0.02 0.01
C 0.1280 -3.4390 -1.4178 0.00 -0.02 0.03
C 0.5563 -2.1358 -1.1165 -0.12 -0.03 -0.09
N -0.2882 -1.0304 -1.0766 0.19 0.32 0.27
C -1.5016 -1.0293 -1.7608 0.03 -0.11 0.02
C -1.7106 -1.6831 -2.9817 -0.02 0.03 -0.07
C -2.9433 -1.6147 -3.6047 0.02 0.03 0.03
C -3.9957 -0.8918 -3.0489 -0.01 0.01 0.01
C -3.7926 -0.2226 -1.8552 -0.01 -0.01 -0.05
C -2.5582 -0.2928 -1.2158 -0.04 0.05 0.06
P -2.0959 0.5200 0.3170 0.10 -0.23 -0.17
C -3.0139 2.1093 0.3196 0.27 0.13 0.07
C -2.5070 2.9784 -0.8340 -0.04 -0.04 0.00
C -2.8936 2.8311 1.6627 -0.05 -0.04 -0.03
C -2.7808 -0.4992 1.6905 0.12 0.05 0.05
C -4.3028 -0.6022 1.6508 0.00 -0.01 0.06
C -2.1298 -1.8849 1.6735 -0.02 0.03 -0.01
H 3.7641 0.2729 -3.7202 0.00 0.01 -0.01
H 2.2200 0.8640 -3.1021 -0.01 0.00 0.00
H 2.5471 -0.8729 -3.1508 0.00 0.00 0.00
H 4.3895 -0.5557 -1.4583 0.02 -0.01 -0.02
H 3.4124 2.3520 -1.3105 0.00 0.01 -0.02
H 4.8599 1.8511 -2.1796 0.00 0.01 -0.01
H 4.7849 1.6636 -0.4333 -0.02 0.03 -0.04
H 4.0847 -1.1733 1.0790 0.02 -0.02 0.00
H 2.9865 1.5610 1.8742 0.00 0.01 0.04
H 4.6444 1.1092 1.4939 -0.02 -0.01 0.02
H 3.9226 0.5872 3.0044 0.00 -0.01 0.00
H 1.2610 -0.8901 2.1995 0.00 0.03 0.03
H 2.6276 -1.2805 3.2472 0.03 -0.01 -0.01
H 2.1827 -2.3573 1.9170 -0.02 0.00 -0.01
H 3.8490 -2.8439 -0.5832 0.00 0.03 -0.01
H 3.0796 -5.1045 -1.1823 0.00 -0.01 0.00
H 0.6785 -5.4797 -1.6782 -0.01 0.00 0.01
H -0.9168 -3.6247 -1.6260 0.04 -0.05 0.03
H -0.8967 -2.2232 -3.4460 -0.04 0.01 -0.02
H -3.0842 -2.1204 -4.5514 0.01 0.00 0.00
H -4.9529 -0.8411 -3.5486 0.00 0.00 -0.01
H -4.5992 0.3634 -1.4309 0.00 0.00 0.03
H -4.0630 1.8602 0.1464 -0.02 -0.01 -0.02
H -1.4271 3.1291 -0.7587 -0.01 0.03 0.00
H -2.9856 3.9583 -0.8060 -0.02 -0.01 0.00
H -2.7140 2.5248 -1.8027 0.02 -0.01 0.00
H -1.8521 3.0539 1.8970 0.01 0.03 0.01
H -3.3077 2.2444 2.4838 0.02 0.01 0.01
H -3.4367 3.7763 1.6243 -0.01 -0.01 0.00
H -2.4802 0.0154 2.6108 0.01 0.02 -0.02
H -4.6344 -1.0790 0.7273 0.00 0.00 -0.01
H -4.7930 0.3677 1.7396 0.00 0.00 -0.01
H -4.6439 -1.2194 2.4836 -0.02 0.00 -0.01
H -2.4836 -2.4613 0.8166 0.03 0.00 -0.02
H -2.3947 -2.4302 2.5802 -0.03 -0.01 -0.02
H -1.0413 -1.8323 1.6119 0.01 0.00 0.01
N 0.9642 3.8692 2.0917 0.06 -0.01 0.05
C 0.6945 3.0738 3.1769 -0.05 0.00 -0.01
C 0.4198 1.8431 2.6717 0.07 0.04 0.02
N 0.5331 1.8846 1.2989 -0.13 -0.30 -0.13
C 0.8609 3.1176 0.9811 0.05 0.00 -0.02
H 1.2211 4.8421 2.1187 -0.01 0.00 -0.02
H 0.7103 3.4429 4.1861 0.02 0.01 0.00
H 0.1703 0.9398 3.1995 -0.04 -0.01 -0.02
H 1.0397 3.4893 -0.0134 -0.02 0.00 -0.01
```
Positions in Å, forces in eV/Å.